[1]
{
  "formula": "C23H32GaN4O7S3",
  "method": "the ωB97M-V functional and the def2-TZVPD basis",
  "species": ["Ga", "S", "S", "S", "O", "O", "O", "O", "O", "O", "O", "N", "N", "N", "N", "C", "C", "C", "C", "C", "C", "C", "C", "C", "C", "C", "C", "C", "C", "C", "C", "C", "C", "C", "C", "C", "C", "C", "H", "H", "H", "H", "H", "H", "H", "H", "H", "H", "H", "H", "H", "H", "H", "H", "H", "H", "H", "H", "H", "H", "H", "H", "H", "H", "H", "H", "H", "H", "H", "H"],
  "coordinates": [[-0.395, -2.325, 0.043], [0.159, -1.247, 3.299], [1.263, 1.448, 1.309], [3.057, -0.768, 1.232], [1.604, -1.363, 3.299], [1.732, 2.742, 0.926], [-0.403, -1.509, 1.953], [0.669, 0.615, 0.313], [-0.543, -1.937, 4.336], [2.647, 0.715, 1.821], [5.690, -2.284, -2.470], [-4.701, -1.556, 0.656], [4.578, -1.302, -0.768], [-2.514, -2.168, 0.136], [3.992, 0.972, -0.609], [1.909, -0.147, -4.961], [3.947, -0.255, -0.174], [-5.257, -2.824, 0.184], [-3.387, -1.310, 0.600], [3.222, -0.390, -5.346], [1.502, -0.393, -3.657], [0.300, 1.579, 2.783], [4.134, -0.870, -4.422], [-5.123, -3.938, 1.214], [3.197, 3.382, -2.138], [4.753, -1.605, -2.165], [-1.247, 2.114, 5.012], [-0.772, 3.160, 4.246], [3.734, -1.084, -3.105], [-6.280, 0.239, -0.017], [2.413, -0.860, -2.724], [4.110, 2.302, -2.707], [-0.949, 0.801, 4.668], [0.009, 2.893, 3.132], [-2.886, 0.015, 1.097], [-5.676, -0.565, 1.123], [4.883, 1.545, -1.635], [-0.181, 0.504, 3.554], [-6.455, -1.115, 1.655], [2.340, 2.957, -1.613], [-5.513, 0.791, -0.561], [-5.210, 0.084, 1.860], [-3.434, 0.834, 0.633], [-5.535, -4.866, 0.819], [-2.937, -3.022, -0.211], [-3.012, 0.086, 2.178], [-6.309, -2.645, -0.038], [3.530, -0.213, -6.367], [-0.994, 4.185, 4.509], [5.488, 0.748, -2.057], [3.729, 4.035, -1.442], [-1.305, -0.023, 5.270], [-4.799, -3.095, -0.771], [-5.668, -3.684, 2.122], [2.069, -1.082, -1.720], [1.197, 0.224, -5.686], [-1.844, 2.310, 5.892], [-7.007, 0.954, 0.368], [0.473, -0.233, -3.365], [-6.794, -0.411, -0.726], [0.398, 3.702, 2.533], [3.534, 1.600, -3.310], [3.442, 1.656, -0.098], [5.157, -1.079, -4.704], [-4.083, -4.113, 1.488], [5.554, 2.223, -1.102], [4.969, -2.009, -0.159], [4.854, 2.749, -3.368], [-1.831, 0.117, 0.871], [2.804, 4.008, -2.938]],
  "total_energy_ha": -4760.50596,
  "max_force_ev_per_a": 0.30,
  "homo_lumo_gap_ev": 7.9162,
  "e_above_lowest_kcal_mol": 82.43,
  "charge": 1
}



[2]
{
  "formula": "C23H32IrN8O5",
  "method": "the ωB97M-V functional and the def2-TZVPD basis",
  "species": ["Ir", "O", "O", "O", "O", "O", "N", "N", "N", "N", "N", "N", "N", "N", "C", "C", "C", "C", "C", "C", "C", "C", "C", "C", "C", "C", "C", "C", "C", "C", "C", "C", "C", "C", "C", "C", "C", "H", "H", "H", "H", "H", "H", "H", "H", "H", "H", "H", "H", "H", "H", "H", "H", "H", "H", "H", "H", "H", "H", "H", "H", "H", "H", "H", "H", "H", "H", "H", "H"],
  "coordinates": [[0.289, -0.151, -0.428], [-4.075, -4.131, 3.556], [1.184, -2.934, 2.490], [-4.830, -4.423, 1.435], [1.341, -1.740, 0.601], [2.554, 2.283, -0.399], [2.035, 1.640, 3.400], [-1.208, -1.213, 0.643], [0.454, 0.993, 1.649], [0.887, 1.275, -1.631], [2.191, 3.117, -2.461], [-0.444, 0.079, -3.080], [-0.293, 1.309, 3.969], [0.352, 3.230, 2.650], [-1.936, -2.500, -2.488], [-0.544, 2.717, 3.683], [1.563, 3.114, -3.714], [-1.695, -3.117, 1.999], [-3.061, -2.956, 1.793], [1.096, 1.165, 4.412], [0.422, 1.214, -2.934], [1.922, 2.249, -1.443], [0.270, -3.501, -1.884], [3.211, 4.129, -2.241], [-3.466, -1.854, 1.039], [-0.463, 0.543, 2.741], [1.736, 3.040, 3.104], [0.688, 2.111, -3.957], [-4.101, -3.953, 2.329], [-0.127, -2.655, -4.183], [-2.525, -1.009, 0.497], [-0.809, -2.245, 1.397], [0.164, 2.437, 1.438], [1.846, 0.857, 2.182], [0.697, -2.347, 1.535], [0.184, -1.061, -2.269], [-0.425, -2.407, -2.694], [-0.871, 2.525, 1.100], [-0.717, -2.011, -4.845], [1.213, -1.072, -2.658], [3.730, 3.915, -1.314], [-0.407, 3.297, 4.599], [1.233, 1.739, 5.332], [-1.577, 2.832, 3.346], [1.892, 3.638, 4.005], [0.931, -2.502, -4.407], [-1.349, 0.250, -2.601], [-0.161, -4.476, -2.124], [1.870, 3.871, -4.415], [2.030, -0.198, 2.383], [-2.802, -0.132, -0.075], [0.831, 2.812, 0.675], [-0.583, -0.143, -4.066], [-2.212, -2.383, -1.446], [-0.384, -3.682, -4.449], [1.340, -3.530, -2.105], [2.750, 5.118, -2.180], [-0.264, -0.501, 2.968], [1.295, 0.112, 4.615], [3.918, 4.118, -3.071], [0.166, -3.325, -0.818], [-1.311, -3.908, 2.627], [2.412, 3.386, 2.321], [0.201, 2.016, -4.919], [-2.482, -1.754, -3.077], [2.527, 1.201, 1.414], [-2.293, -3.481, -2.811], [-4.519, -1.682, 0.861], [-1.492, 0.647, 2.397]],
  "total_energy_ha": -1814.25916,
  "max_force_ev_per_a": 0.98,
  "homo_lumo_gap_ev": 5.4163,
  "e_above_lowest_kcal_mol": 33.18,
  "charge": -1
}



[3]
{
  "formula": "C23H32N2O",
  "method": "the ωB97M-V functional and the def2-TZVPD basis",
  "species": ["O", "N", "N", "C", "C", "C", "C", "C", "C", "C", "C", "C", "C", "C", "C", "C", "C", "C", "C", "C", "C", "C", "C", "C", "C", "C", "H", "H", "H", "H", "H", "H", "H", "H", "H", "H", "H", "H", "H", "H", "H", "H", "H", "H", "H", "H", "H", "H", "H", "H", "H", "H", "H", "H", "H", "H", "H", "H"],
  "coordinates": [[-0.053, -3.713, 2.150], [-1.377, -0.211, -0.423], [1.172, -0.672, 0.714], [-1.082, -3.715, 1.188], [-3.653, 2.430, -0.600], [3.624, -0.778, 0.771], [-2.582, -0.328, -1.221], [-3.783, 1.272, 0.345], [-2.411, 2.996, -0.859], [-0.039, -0.735, 1.507], [-1.194, -1.210, 0.621], [4.855, -0.239, 1.152], [4.964, 0.718, 2.302], [-4.766, 2.933, -1.261], [-3.400, 4.531, -2.414], [4.718, -2.042, -0.971], [0.999, 0.328, -0.321], [-3.853, -0.060, -0.413], [2.358, -0.424, 1.511], [-4.643, 3.976, -2.160], [5.936, -1.496, -0.606], [3.575, -1.683, -0.281], [-0.931, -2.642, 0.110], [5.996, -0.606, 0.451], [-2.284, 4.039, -1.760], [-0.178, -0.040, -1.220], [-5.740, 2.504, -1.065], [-0.351, 0.775, -1.928], [-2.008, -3.569, 1.751], [-0.299, 0.253, 1.929], [-1.129, -4.702, 0.702], [-1.312, 4.469, -1.953], [-1.637, -2.871, -0.689], [1.912, 0.386, -0.918], [0.793, -3.723, 1.686], [-1.541, 2.608, -0.351], [-4.695, -0.041, -1.109], [0.072, -0.942, -1.803], [6.949, -0.188, 0.741], [4.538, 0.285, 3.206], [0.081, -2.691, -0.296], [-4.690, 1.383, 0.944], [4.659, -2.745, -1.789], [-5.519, 4.358, -2.665], [0.811, 1.323, 0.124], [-2.513, 0.429, -2.007], [4.426, 1.642, 2.088], [-2.922, 1.244, 1.013], [6.837, -1.766, -1.137], [2.619, -2.102, -0.556], [-2.105, -1.222, 1.228], [6.005, 0.967, 2.494], [-2.673, -1.309, -1.719], [0.100, -1.439, 2.329], [-3.303, 5.346, -3.117], [2.298, -1.050, 2.409], [2.398, 0.627, 1.846], [-4.029, -0.870, 0.297]],
  "total_energy_ha": -1080.36448,
  "max_force_ev_per_a": 0.62,
  "homo_lumo_gap_ev": 9.1761,
  "e_above_lowest_kcal_mol": 29.83
}



[4]
{
  "formula": "C23H32N2O3",
  "method": "the ωB97M-V functional and the def2-TZVPD basis",
  "species": ["O", "O", "O", "N", "N", "C", "C", "C", "C", "C", "C", "C", "C", "C", "C", "C", "C", "C", "C", "C", "C", "C", "C", "C", "C", "C", "C", "C", "H", "H", "H", "H", "H", "H", "H", "H", "H", "H", "H", "H", "H", "H", "H", "H", "H", "H", "H", "H", "H", "H", "H", "H", "H", "H", "H", "H", "H", "H", "H", "H"],
  "coordinates": [[-1.704, -4.566, 1.348], [0.659, -0.605, 2.052], [-1.461, -1.221, -2.165], [5.723, 0.925, -0.088], [-3.080, 2.456, 0.382], [-1.629, -2.947, -0.471], [6.305, 1.895, 0.808], [-0.410, -0.878, -0.095], [-2.244, -1.993, -3.038], [2.368, -0.303, -0.988], [0.032, 0.485, -0.594], [-4.507, 2.189, 0.381], [1.528, 0.651, -0.420], [3.738, -0.230, -0.870], [3.506, 1.780, 0.396], [-4.246, 4.520, 0.019], [-1.182, -1.708, -0.915], [-2.290, 1.439, -0.272], [-1.310, -3.374, 0.813], [-0.538, -2.568, 1.634], [-0.805, 1.601, 0.049], [-2.893, 3.807, -0.136], [4.352, 0.821, -0.174], [-0.089, -1.333, 1.186], [6.541, -0.204, -0.465], [2.132, 1.694, 0.273], [-5.099, 3.525, 0.807], [-2.490, -5.431, 0.568], [-0.172, 0.505, -1.670], [-4.948, 3.663, 1.877], [-1.963, -5.749, -0.338], [6.010, 2.904, 0.514], [6.007, 1.732, 1.852], [-2.332, -1.404, -3.951], [1.034, 0.159, 1.588], [-2.579, 3.796, -1.191], [1.929, -1.128, -1.531], [-0.463, 2.565, -0.333], [6.416, -0.423, -1.527], [-4.692, 4.702, -0.960], [4.332, -1.003, -1.329], [-4.151, 5.476, 0.530], [-2.681, -6.301, 1.194], [-4.731, 1.378, 1.077], [-0.697, 1.600, 1.135], [-3.245, -2.175, -2.631], [-4.878, 1.905, -0.620], [6.298, -1.105, 0.111], [-0.284, -2.897, 2.627], [-6.162, 3.608, 0.584], [-2.630, 0.470, 0.101], [-2.433, 1.449, -1.370], [7.588, 0.038, -0.298], [-2.110, 4.303, 0.445], [-1.767, -2.950, -3.274], [7.389, 1.836, 0.748], [3.911, 2.610, 0.949], [-2.223, -3.569, -1.117], [1.533, 2.465, 0.736], [-3.445, -4.971, 0.291]],
  "total_energy_ha": -1230.81754,
  "max_force_ev_per_a": 0.54,
  "homo_lumo_gap_ev": 8.1940,
  "e_above_lowest_kcal_mol": 77.94
}



[5]
{
  "formula": "C23H32N2O4",
  "method": "the ωB97M-V functional and the def2-TZVPD basis",
  "species": ["O", "O", "O", "O", "N", "N", "C", "C", "C", "C", "C", "C", "C", "C", "C", "C", "C", "C", "C", "C", "C", "C", "C", "C", "C", "C", "C", "C", "C", "H", "H", "H", "H", "H", "H", "H", "H", "H", "H", "H", "H", "H", "H", "H", "H", "H", "H", "H", "H", "H", "H", "H", "H", "H", "H", "H", "H", "H", "H", "H", "H"],
  "coordinates": [[-2.981, 0.027, -4.340], [0.261, 0.237, 1.217], [-0.053, -3.549, 5.644], [-0.173, -1.086, 7.803], [-0.857, 1.016, -4.977], [1.157, -2.504, 4.229], [0.890, -2.132, 7.687], [-1.326, 1.389, -1.804], [0.179, 3.279, -6.167], [-0.152, 0.363, 0.013], [2.402, -1.314, 3.818], [-0.031, -1.889, 2.196], [0.683, -2.825, 3.047], [-1.248, 3.595, -5.894], [-1.990, 2.657, -6.548], [-1.872, 0.372, -3.972], [0.816, -2.476, 5.451], [-0.007, -0.743, -1.010], [-0.267, -0.562, -2.202], [0.403, 1.636, -4.653], [-0.869, 1.218, -0.434], [-1.113, -1.399, 8.918], [1.568, -1.914, 6.514], [-1.249, 0.237, -2.638], [0.806, -0.569, 1.863], [-0.090, 1.277, -6.980], [-1.407, 1.183, -6.302], [1.618, -0.195, 3.025], [0.773, 2.106, -6.113], [-0.113, 1.693, -8.177], [0.318, -3.223, 7.907], [1.085, 0.271, 3.805], [2.584, -2.566, 6.545], [0.503, 2.321, -3.934], [-0.722, -1.324, 2.785], [1.502, -0.931, 6.242], [-0.968, 2.276, 0.180], [2.940, -0.994, 4.714], [0.633, 4.260, -5.504], [1.188, -3.401, 2.344], [0.344, -1.577, -0.594], [-1.785, -0.376, 8.937], [-0.156, -3.790, 3.426], [2.578, 0.383, 2.751], [0.339, 0.255, -7.126], [-1.596, 4.429, -6.156], [1.088, 0.598, -4.345], [0.338, 3.837, -7.164], [-1.565, 3.487, -4.907], [-1.833, 0.228, -6.745], [-1.554, -2.326, 8.789], [-0.731, -1.575, 9.762], [-0.686, -2.299, 1.411], [2.917, -1.914, 3.038], [-1.887, 2.389, -2.115], [-0.245, -1.563, -2.952], [1.725, -1.060, 0.941], [-3.179, 2.215, -6.181], [1.477, -2.038, 8.773], [1.672, 2.192, -6.314], [-2.080, 2.688, -7.529]],
  "total_energy_ha": -1305.29167,
  "max_force_ev_per_a": 17.20,
  "homo_lumo_gap_ev": 9.0762,
  "e_above_lowest_kcal_mol": 554.53
}



[6]
{
  "formula": "C23H32N4O",
  "method": "the ωB97M-V functional and the def2-TZVPD basis",
  "species": ["O", "N", "N", "N", "N", "C", "C", "C", "C", "C", "C", "C", "C", "C", "C", "C", "C", "C", "C", "C", "C", "C", "C", "C", "C", "C", "C", "C", "H", "H", "H", "H", "H", "H", "H", "H", "H", "H", "H", "H", "H", "H", "H", "H", "H", "H", "H", "H", "H", "H", "H", "H", "H", "H", "H", "H", "H", "H", "H", "H"],
  "coordinates": [[-0.367, 0.597, 0.643], [0.820, -3.118, 1.088], [-0.402, -0.860, -2.414], [-1.235, -1.339, -3.568], [0.288, 1.132, -1.476], [0.889, -2.085, 2.114], [-2.702, 2.119, 0.285], [-0.666, -3.151, 0.645], [1.040, 2.711, -0.004], [-1.309, 4.104, 0.374], [2.782, -0.843, 2.788], [-3.229, 2.494, -2.485], [4.107, -0.739, 3.530], [2.568, -3.312, 3.393], [1.283, -1.886, -0.936], [-2.520, 3.294, -1.888], [-1.478, -0.294, -4.077], [-0.936, 0.999, -3.510], [-0.380, 0.402, -2.301], [1.667, -2.813, 0.059], [-1.160, -1.976, -0.345], [-0.148, -1.982, -1.464], [2.055, -2.028, 2.674], [0.125, 4.087, -0.319], [-2.262, 3.214, -0.401], [0.178, 1.398, -0.262], [-3.487, 1.273, -0.358], [-3.901, 1.353, -1.797], [2.298, -3.404, 4.582], [4.556, -1.720, 4.070], [0.381, -0.975, 1.888], [-0.668, -4.017, 0.051], [0.221, 4.238, -1.243], [-0.061, -2.839, -2.105], [-1.260, -3.447, 1.304], [-2.062, -2.376, -0.788], [4.628, -0.412, 2.860], [0.833, 2.006, -2.107], [1.660, -3.706, -0.732], [2.542, -0.006, 2.414], [-0.161, -2.471, 2.988], [2.562, -2.626, 0.570], [1.466, -0.602, -0.248], [2.158, -1.735, -1.732], [-2.174, 4.032, -2.275], [-1.450, 4.048, 1.417], [0.933, 2.744, 1.427], [-1.163, -1.348, 0.349], [4.089, -0.017, 4.189], [2.217, -3.997, 2.889], [-3.826, 0.380, -0.019], [-2.079, -0.492, -5.035], [-3.616, 2.579, -3.487], [3.599, -3.518, 3.574], [-4.699, 0.590, -2.138], [-0.843, 1.856, -4.031], [1.975, 2.884, 0.025], [-2.605, 1.801, 1.148], [-1.758, 4.976, 0.233], [0.690, 4.825, -0.027]],
  "total_energy_ha": -1189.07245,
  "max_force_ev_per_a": 13.57,
  "homo_lumo_gap_ev": 8.0897,
  "e_above_lowest_kcal_mol": 553.76
}